Computed, not measured: 9 unconnected molecules or ions with the total composition C26H55Br16N2O, with wB97M-V/def2-TZVPD.

Values from the calculation:
Spin multiplicity = 1
Gap between HOMO and LUMO = 8.17 eV
Largest force on an atom = 2.4 eV/A
Energy = -1153555.97952 eV
E_HOMO = -10.93 eV
Total charge = +1

Positions of all 100 atoms, in Å:
C1 0.263 1.163 2.075
C2 -0.054 2.057 0.834
C3 0.772 3.384 0.839
C4 -1.574 2.257 0.636
C5 -1.894 2.949 -0.749
C6 -2.219 3.168 1.745
O1 -3.526 3.544 1.269
C7 -4.542 3.132 2.119
C8 -4.639 1.591 2.396
N1 -5.506 0.866 1.452
C9 -5.345 1.356 0.080
C10 -5.804 2.869 0.029
N2 -5.811 3.497 1.389
H1 0.369 1.847 2.943
H2 -0.532 0.415 2.250
H3 1.228 0.665 1.894
H4 0.296 1.490 -0.061
H5 0.697 3.853 -0.162
H6 0.416 4.063 1.636
H7 1.813 3.106 1.087
H8 -2.141 1.297 0.637
H9 -1.982 4.046 -0.671
H10 -1.039 2.736 -1.422
H11 -2.799 2.518 -1.215
H12 -1.623 4.095 1.857
H13 -2.225 2.681 2.737
H14 -4.585 3.681 3.081
H15 -3.670 1.072 2.460
H16 -5.119 1.476 3.393
H17 -6.477 0.905 1.741
H18 -4.296 1.233 -0.243
H19 -5.993 0.756 -0.580
H20 -5.140 3.406 -0.672
H21 -6.811 2.904 -0.433
H22 -6.622 3.203 1.932
H23 -5.826 4.511 1.249
Br1 0.632 -2.926 1.379
C11 -0.742 -3.200 0.024
C12 -1.384 -1.920 -0.460
Br2 -2.676 -1.216 0.822
H24 -1.461 -3.892 0.455
H25 -0.221 -3.688 -0.800
H26 -1.963 -2.116 -1.361
H27 -0.672 -1.122 -0.657
Br3 2.527 -1.643 4.110
C13 4.414 -1.182 4.245
C14 4.652 -0.159 5.324
Br4 4.114 1.622 4.740
H28 4.728 -0.845 3.261
H29 4.920 -2.117 4.482
H30 5.714 -0.078 5.547
H31 4.107 -0.370 6.240
Br5 1.377 4.812 -2.435
C15 3.078 5.762 -2.306
C16 3.966 5.191 -1.233
Br6 3.390 5.758 0.540
H32 2.842 6.811 -2.145
H33 3.536 5.643 -3.287
H34 4.981 5.572 -1.333
H35 3.991 4.106 -1.230
Br7 5.752 2.532 -2.552
C17 7.442 3.495 -2.447
C18 8.328 2.926 -1.370
Br8 7.733 3.486 0.398
H36 7.201 4.543 -2.291
H37 7.901 3.374 -3.427
H38 9.342 3.310 -1.467
H39 8.353 1.840 -1.369
Br9 4.492 -4.109 1.927
C19 3.523 -5.762 2.280
C20 3.508 -6.657 1.070
Br10 2.228 -6.036 -0.262
H40 2.529 -5.480 2.618
H41 4.060 -6.237 3.100
H42 3.175 -7.658 1.337
H43 4.472 -6.722 0.574
Br11 -5.171 7.278 0.533
C21 -6.581 6.860 -0.750
C22 -7.301 8.105 -1.200
Br12 -8.537 8.736 0.165
H44 -7.242 6.139 -0.275
H45 -6.072 6.387 -1.589
H46 -7.918 7.896 -2.072
H47 -6.627 8.927 -1.424
Br13 4.091 -10.419 -4.931
C23 2.703 -9.987 -3.634
C24 3.153 -8.917 -2.680
Br14 4.372 -9.630 -1.337
H48 2.435 -10.916 -3.137
H49 1.857 -9.634 -4.229
H50 2.307 -8.524 -2.118
H51 3.668 -8.096 -3.171
Br15 -0.964 -7.962 -1.315
C25 -1.909 -8.124 -3.013
C26 -1.127 -8.922 -4.025
Br16 0.329 -7.882 -4.795
H52 -2.127 -7.113 -3.345
H53 -2.841 -8.632 -2.771
H54 -1.762 -9.189 -4.868
H55 -0.683 -9.823 -3.610

Löwdin atomic charge list, values in e, 99 entries: number 1, C, carries -0.072; number 2, C, carries -0.387; number 3, C, carries -0.112; number 4, C, carries -0.312; number 5, C, carries -0.045; number 6, C, carries -0.126; number 7, O, carries -0.114; number 8, C, carries -0.278; number 9, C, carries -0.127; number 10, N, carries -0.058; number 11, C, carries -0.166; number 12, C, carries -0.091; number 13, N, carries 0.120; number 14, H, carries 0.085; number 15, H, carries 0.046; number 16, H, carries 0.066; number 17, H, carries 0.132; number 18, H, carries -0.029; number 19, H, carries 0.075; number 20, H, carries 0.069; number 21, H, carries 0.032; number 22, H, carries 0.089; number 23, H, carries 0.072; number 24, H, carries 0.061; number 25, H, carries 0.130; number 26, H, carries 0.133; number 27, H, carries 0.173; number 28, H, carries 0.092; number 29, H, carries 0.139; number 30, H, carries 0.109; number 31, H, carries 0.082; number 32, H, carries 0.129; number 33, H, carries 0.128; number 34, H, carries 0.134; number 35, H, carries 0.186; number 36, H, carries 0.120; number 37, Br, carries 0.588; number 38, C, carries -0.677; number 39, C, carries -0.636; number 40, Br, carries 0.717; number 41, H, carries 0.053; number 42, H, carries 0.051; number 43, H, carries 0.060; number 44, H, carries 0.053; number 45, Br, carries 0.572; number 46, C, carries -0.704; number 47, C, carries -0.692; number 48, Br, carries 0.595; number 49, H, carries 0.051; number 50, H, carries 0.043; number 51, H, carries 0.059; number 52, H, carries 0.050; number 53, Br, carries 0.660; number 54, C, carries -0.663; number 55, C, carries -0.722; number 56, Br, carries 0.648; number 57, H, carries 0.052; number 58, H, carries 0.057; number 59, H, carries 0.046; number 60, H, carries -0.021; number 61, Br, carries 0.665; number 62, C, carries -0.675; number 63, C, carries -0.691; number 64, Br, carries 0.611; number 65, H, carries 0.045; number 66, H, carries 0.060; number 67, H, carries 0.060; number 68, H, carries 0.052; number 69, Br, carries 0.618; number 70, C, carries -0.674; number 71, C, carries -0.682; number 72, Br, carries 0.598; number 73, H, carries 0.042; number 74, H, carries 0.062; number 75, H, carries 0.056; number 76, H, carries 0.044; number 77, Br, carries 0.642; number 78, C, carries -0.706; number 79, C, carries -0.692; number 80, Br, carries 0.627; number 81, H, carries 0.035; number 82, H, carries 0.059; number 83, H, carries 0.063; number 84, H, carries 0.057; number 85, Br, carries 0.613; number 86, C, carries -0.744; number 87, C, carries -0.722; number 88, Br, carries 0.617; number 89, H, carries 0.054; number 90, H, carries -0.068; number 91, H, carries -0.001; number 92, H, carries 0.055; number 93, Br, carries 0.601; number 94, C, carries -0.686; number 95, C, carries -0.655; number 96, Br, carries 0.706; number 97, H, carries 0.049; number 98, H, carries 0.059; number 99, H, carries 0.062